C18H37BBeBr3ClCsF4N4O10S | ωB97M-V with the def2-TZVPD basis set

The value obtained for the HOMO energy is -8.1 eV. The value obtained for the maximum force is 0.20718 hartree/bohr. As for the charge: +1. As for the gap between HOMO and LUMO: 0.997 eV.

Last column: Löwdin charge in e.
Atoms and positions in Å:
N 2.24993 -0.34806 -1.63197  0.18
C 1.67509 0.57506 -0.75523  -0.34
N 0.86091 0.27954 0.34117  0.17
B 1.64902 -0.19554 1.52578  -0.69
O 2.87573 -0.84741 1.44984  0.17
O 1.11590 0.06947 2.78201  0.19
N 1.93193 1.81861 -0.97127  0.20
C 1.36164 2.91612 -0.16609  -0.15
O 1.91287 4.10240 -0.68034  -0.11
O 1.31017 5.16790 -0.00955  0.02
H 3.22534 -0.55645 -1.42680  0.11
H 1.68078 -1.17770 -1.74221  0.10
H 0.25117 -0.52982 0.05400  0.02
H 3.56273 -0.26797 1.82014  0.13
H 1.00350 1.03341 2.84104  0.12
H 2.53071 2.09654 -1.75332  0.20
H 1.71002 2.73653 0.88131  0.15
H 0.25110 2.89438 -0.17089  0.13
H 1.60526 5.05610 0.91354  0.12
C -4.11504 3.89106 0.38108  -0.21
C -3.85831 4.08878 -1.11852  -0.21
C -2.75701 3.11225 -1.53111  -0.21
S -2.87683 1.72607 -0.40651  0.63
O -1.67464 1.68849 0.40512  -0.42
O -3.38926 0.57858 -1.14739  -0.60
C -4.20547 2.38140 0.58658  -0.22
H -5.02528 4.39315 0.70647  0.12
H -3.27968 4.29928 0.95816  0.12
H -4.76939 3.86802 -1.67899  0.09
H -3.57662 5.11558 -1.34743  0.13
H -2.89288 2.76191 -2.55328  0.11
H -1.76490 3.55330 -1.41791  0.09
H -4.07829 2.07742 1.62494  0.11
H -5.14095 1.98562 0.19105  0.11
F 5.73804 -0.99812 -1.25710  -0.04
C 5.96562 -2.29199 -1.60980  -0.47
C 6.21741 -2.60116 -2.93844  -0.07
C 6.45053 -3.92520 -3.28815  -0.06
C 6.41427 -4.91943 -2.31479  -0.06
C 6.15013 -4.59305 -0.98847  -0.05
C 5.93222 -3.27075 -0.63326  -0.05
H 6.23113 -1.81293 -3.68173  0.13
H 6.65832 -4.18187 -4.31855  0.12
H 6.59051 -5.95090 -2.59219  0.11
H 6.11466 -5.36766 -0.23365  0.12
H 5.73487 -2.99174 0.39450  0.13
Cl -1.90406 -0.83050 -0.45951  -0.24
N -1.38811 -3.13937 -3.16794  0.30
H -0.91133 -2.58956 -3.88735  0.16
H -2.14934 -3.67411 -3.59640  0.17
H -0.72095 -3.78432 -2.73266  0.14
H -1.77516 -2.50206 -2.44833  0.03
C -6.55779 3.73469 -4.19629  -0.36
O -5.43543 4.18620 -3.64617  -0.20
H -6.46625 2.87851 -4.89842  0.07
H -7.34854 3.37047 -3.49917  0.08
H -7.13623 4.46600 -4.81123  -0.01
O 7.13347 1.71394 -2.06371  -0.33
H 6.79810 0.92566 -1.62705  -0.21
Cs -1.47254 -2.96532 0.30143  0.95
Be 8.11442 -1.47339 -1.29026  0.68
C -1.61379 -4.76911 6.45192  -0.08
C -0.93298 -3.51777 5.91761  -0.28
O 0.02359 -2.95060 6.78484  -0.10
C 1.34206 -3.54433 6.84725  -0.46
O 1.87407 -3.69339 5.66051  -0.05
C 1.39160 -4.85940 7.69917  -0.55
F 0.55799 -4.78129 8.75990  0.13
F 2.62280 -5.04538 8.21045  0.13
F 1.07110 -5.98125 7.03389  0.13
H -1.84663 -4.66737 7.51179  0.08
H -2.53892 -4.96153 5.90089  0.07
H -0.98645 -5.64789 6.32779  0.06
H -1.70659 -2.75031 5.80930  0.11
H -0.52007 -3.67954 4.91961  0.10
H 1.84812 -2.82753 7.52819  0.17
C -6.56027 7.22671 -6.42368  -1.61
Br -8.21519 6.23781 -6.29370  0.62
Br -5.06496 6.06784 -6.80839  0.58
Br -6.69269 8.67486 -7.69380  0.57
H -6.37809 7.66982 -5.45249  -0.02


C18H37BIO10 | ωB97M-V with the def2-TZVPD basis set

The value obtained for the HOMO energy is -2.2 eV. The value obtained for the maximum force is 0.01374 hartree/bohr. As for the charge: -1. As for the gap between HOMO and LUMO: 3.826 eV.

Last column: Löwdin charge in e.
Atoms and positions in Å:
O -2.08139 -0.31478 2.31067  0.10
B -2.76321 0.79192 1.82445  -0.78
O -2.50946 1.95678 2.55001  0.11
C -3.79080 0.78370 0.64790  -0.35
C -5.22633 0.96530 1.25747  -0.60
I -5.87333 -1.07242 1.97357  0.45
H -1.70125 -0.84303 1.60327  0.06
H -2.77790 2.72537 2.04330  0.08
H -3.64613 1.61574 -0.05808  0.07
H -3.75303 -0.12935 0.05059  0.06
H -5.11138 1.42983 2.24884  -0.09
O 0.09630 -1.91769 0.83738  0.10
C 0.66542 -0.92733 0.45576  -0.51
O 1.04198 -0.87373 -0.83971  -0.01
C 1.66058 0.28391 -1.42089  -0.23
C 3.14953 0.32439 -1.15480  -0.06
C 1.00198 0.20655 1.39422  0.03
H 1.16570 1.20096 -1.10105  0.11
H 1.46965 0.17294 -2.48801  0.11
H 3.35942 0.42246 -0.08866  0.07
H 3.60800 1.16427 -1.67568  0.07
H 3.62966 -0.58525 -1.51494  0.08
H 1.91003 -0.07229 1.93159  0.10
H 0.18668 0.29000 2.11126  0.08
H 1.16449 1.16509 0.91122  0.07
O -9.67561 -0.25565 4.79399  0.11
C -8.94248 -0.68054 5.63747  -0.51
O -9.19564 -0.29515 6.93124  -0.02
C -8.45070 -0.78671 8.04299  -0.26
C -7.14266 -0.04543 8.23522  -0.07
C -7.75753 -1.56784 5.36282  -0.02
H -8.29079 -1.86296 7.96047  0.11
H -9.10829 -0.62445 8.89748  0.12
H -6.47778 -0.18459 7.38366  0.07
H -6.63381 -0.40697 9.13071  0.08
H -7.33167 1.02204 8.34848  0.08
H -6.90444 -0.95633 5.06503  0.05
H -7.99058 -2.19759 4.50895  0.07
H -7.47955 -2.18326 6.21321  0.06
O 6.02470 0.42786 -2.88886  0.11
C 6.79823 1.32440 -2.70359  -0.52
O 6.36741 2.40534 -2.01366  -0.01
C 7.22676 3.49262 -1.65305  -0.24
C 7.38826 4.49146 -2.77907  -0.06
C 8.20185 1.29931 -3.26298  0.01
H 8.18776 3.11964 -1.29628  0.11
H 6.72469 3.95281 -0.80385  0.12
H 7.87510 4.04498 -3.64609  0.07
H 7.99392 5.33458 -2.44409  0.08
H 6.41360 4.86629 -3.08976  0.08
H 8.14645 1.61018 -4.30699  0.10
H 8.54599 0.26903 -3.23735  0.09
H 8.91408 1.93765 -2.74978  0.07
O 0.86260 -0.21848 -6.46064  0.10
C 0.96032 -1.28431 -5.91658  -0.53
O 1.68980 -1.36458 -4.78541  -0.01
C 1.82849 -2.57804 -4.02998  -0.23
C 2.92104 -3.46458 -4.58671  -0.06
C 0.33331 -2.53153 -6.49757  0.01
H 0.87352 -3.09650 -3.95104  0.12
H 2.08247 -2.23696 -3.02786  0.11
H 2.68934 -3.80356 -5.59722  0.07
H 3.04392 -4.34229 -3.95100  0.08
H 3.86470 -2.91980 -4.61488  0.08
H 1.00025 -2.90741 -7.27458  0.09
H -0.60093 -2.23769 -6.96795  0.09
H 0.14868 -3.32831 -5.78457  0.07


C18H37F12N5NiO12S4 | ωB97M-V with the def2-TZVPD basis set

For the energy relative to the best compared isomer or geometry (same formula, charge and spin), the calculation gives 0.00 kcal per mole. The spin multiplicity is 3. The value obtained for the HOMO energy (spin up / spin down) is -8.4 / -8.4 eV. The value obtained for the maximum force is 0.11413 hartree/bohr. As for the gap between HOMO and LUMO (spin up / spin down): 8.436 / 6.993 eV.

Last column: Löwdin charge in e.
Atoms and positions in Å:
Ni 16.98348 0.67172 -5.26014  0.72
C 19.64822 -2.91965 -5.66240  -0.64
F 20.95229 -3.14258 -5.86853  0.14
F 19.09461 -4.10984 -5.80821  0.15
F 19.51759 -2.38674 -4.45414  0.13
S 18.75655 -1.75650 -6.97445  0.75
O 19.64645 -1.77473 -8.14391  -0.30
O 17.47958 -2.40582 -7.11903  -0.31
N 18.61375 -0.11173 -6.19424  -0.31
S 20.12738 0.45816 -6.32768  0.65
O 20.42343 1.38253 -5.21034  -0.31
O 21.17668 -0.58575 -6.33942  -0.30
C 20.20148 1.50271 -7.93193  -0.68
F 19.32968 2.50344 -7.82089  0.12
F 21.44032 1.92777 -8.12883  0.18
F 19.74807 0.90661 -8.97963  0.17
C 15.41921 3.02820 -1.97755  -0.59
F 16.47424 2.22196 -1.87776  0.14
F 14.40415 2.76334 -1.16600  0.16
F 15.70476 4.33023 -1.61923  0.10
S 14.88081 3.06613 -3.80655  0.72
O 13.65890 2.28236 -3.90713  -0.30
O 14.43524 4.42736 -4.09559  -0.27
N 16.25520 2.43925 -4.69952  -0.33
S 17.11860 3.76024 -4.87507  0.61
O 17.08290 4.87548 -3.91056  -0.28
O 18.45220 3.29605 -5.19064  -0.31
C 16.46897 4.52185 -6.57418  -0.56
F 17.25920 3.93525 -7.51954  0.09
F 15.14205 4.26298 -6.76595  0.11
F 16.75836 5.81239 -6.58438  0.16
C 22.11583 3.20593 -2.71764  -0.04
C 21.22805 4.13635 -1.90319  -0.47
C 22.04732 5.25761 -1.28506  -0.18
O 23.24442 4.82827 -0.62500  -0.21
C 23.22811 4.48162 0.70719  -0.13
N 20.09950 4.57334 -2.69316  0.06
H 23.07868 3.10407 -2.21700  0.08
H 22.32606 3.60696 -3.70915  0.09
H 21.55435 2.27735 -2.82038  0.06
H 20.80982 3.59023 -1.05764  0.12
H 21.41211 5.81307 -0.59508  0.12
H 22.40797 5.93316 -2.06073  0.13
H 24.24154 4.14429 0.92464  0.09
H 22.64656 3.56032 0.67380  0.08
H 22.71955 5.11879 1.43069  0.09
H 19.40678 5.08016 -2.16084  0.07
H 19.66846 3.79560 -3.17215  0.03
C 14.61449 -4.92434 -3.83614  -0.04
C 15.27925 -4.53647 -5.13252  -0.39
C 15.51191 -5.78657 -6.03825  -0.25
O 16.35577 -6.64869 -5.34081  -0.18
C 16.01559 -8.02757 -5.76636  -0.05
N 14.64715 -3.48098 -5.93777  0.05
H 15.30885 -5.54544 -3.27028  0.09
H 13.63252 -5.39126 -3.91253  0.09
H 14.50834 -4.07524 -3.16098  0.06
H 16.30091 -4.22395 -4.91654  0.12
H 15.86013 -5.62253 -7.05803  0.13
H 14.53434 -6.22887 -6.23018  0.11
H 16.70153 -8.73837 -5.30554  0.09
H 16.09159 -8.18961 -6.84156  0.09
H 14.99926 -8.16388 -5.39675  0.09
H 14.99715 -3.45320 -6.88478  0.07
H 13.64787 -3.33434 -5.94405  0.09
C 16.24656 0.87645 -8.54331  -0.03
O 16.02682 0.55882 -7.14104  -0.27
C 14.72940 -0.10348 -7.05506  -0.16
C 14.33882 -0.39537 -5.59773  -0.18
N 15.54231 -0.83746 -4.89863  -0.07
C 15.40108 -0.93503 -3.43338  -0.10
C 16.85946 -0.86299 -2.85165  -0.16
O 17.63495 0.26559 -3.25927  -0.28
C 18.78713 0.39100 -2.47309  -0.07
H 17.18369 1.43073 -8.59495  0.08
H 15.54088 1.66180 -8.81415  0.10
H 16.17623 -0.01884 -9.16105  0.11
H 14.68176 -1.05499 -7.58463  0.12
H 13.89109 0.46674 -7.45530  0.13
H 13.59773 -1.19449 -5.61474  0.11
H 13.80282 0.42897 -5.12732  0.10
H 15.53753 -1.79339 -5.22462  0.07
H 14.88710 -1.80198 -3.01828  0.12
H 14.96872 0.01454 -3.11797  0.11
H 17.36627 -1.82497 -2.77520  0.13
H 16.65877 -0.51825 -1.83727  0.12
H 19.13749 1.39487 -2.71301  0.09
H 19.64964 -0.26429 -2.59464  0.11
H 18.47634 0.38125 -1.42838  0.10


- What is the maximum force in the second record?
  0.01374 hartree/bohr


- Which value of maximum force does entry 3 give?
  0.11413 hartree/bohr